[1]
Molecular formula: C20H13N5O2PtS2
Method: DFT, the ωB97M-V functional and the def2-TZVPD basis

Element x y z (Å)
Pt  0.5151  -0.8564  -1.3737
O  -1.8663  -0.0220  -2.3065
C  -2.0910  1.1568  -2.1832
C  -2.6598  1.8874  -3.4109
C  -3.1734  3.2645  -3.1626
C  -2.9588  3.8561  -1.9885
C  -2.2023  3.2110  -0.9255
C  -1.7330  1.9438  -0.9892
C  -0.9015  1.4598  0.1087
N  -0.1875  0.3920  0.2071
N  0.3999  0.2607  1.4375
C  1.4727  -0.5362  1.4788
O  2.0033  -1.1379  0.5234
C  2.0481  -0.7152  2.8549
C  3.0801  -1.6330  3.0234
C  3.6419  -1.8315  4.2759
C  3.1795  -1.1094  5.3670
C  2.1506  -0.1907  5.2031
C  1.5851  0.0062  3.9529
H  -3.4328  1.2429  -3.8342
H  -3.7114  3.7588  -3.9606
H  -3.3284  4.8572  -1.8110
H  -1.9810  3.7974  -0.0407
H  -0.8434  2.1288  0.9648
H  3.4325  -2.1764  2.1567
H  4.4457  -2.5461  4.3994
H  3.6224  -1.2590  6.3436
H  1.7916  0.3762  6.0527
H  0.7847  0.7180  3.8098
S  1.4515  0.9451  -2.5687
C  0.9795  -0.3026  -3.6350
S  1.5350  -1.8682  -3.2415
C  0.0118  -0.0650  -4.7157
C  -0.2134  -0.9967  -5.7709
N  -0.3961  -1.7271  -6.6396
C  -0.7984  0.9873  -4.5753
N  -1.5340  1.9108  -4.3848
C  -0.7474  -3.3597  2.0222
C  -0.5752  -2.8987  0.6580
N  -0.4424  -2.5236  -0.4160
H  -0.8802  -4.4399  2.0375
H  -1.6160  -2.8744  2.4632
H  0.1425  -3.0911  2.5937

* molecular weight: 614.57 g mol⁻¹
* E_HOMO: -7.70 eV
* energy relative to the best compared isomer or geometry (same formula, charge and spin): 7.8 kcal/mol
* spin multiplicity: 1
* gap between HOMO and LUMO: 6.287 eV
* LUMO level: -1.4084 eV

[2]
Molecular formula: C3H2N2O2
Method: DFT, the ωB97M-V functional and the def2-TZVPD basis

Element x y z (Å)
O  0.4424  2.0253  1.8929
C  0.4011  0.8168  1.9656
C  -0.4225  -0.0072  1.0934
N  -0.2399  -0.4890  -0.0118
C  -0.2404  -0.9594  -1.1821
N  -0.8337  -0.1516  -2.2698
O  -0.0151  0.4932  -2.8611
H  0.8853  0.2548  2.7878
H  0.0228  -1.9829  -1.4150

* molecular weight: 98.06 g mol⁻¹
* E_HOMO: -8.94 eV
* energy relative to the best compared isomer or geometry (same formula, charge and spin): 126.5 kcal/mol
* spin multiplicity: 1
* gap between HOMO and LUMO: 7.998 eV
* LUMO level: -0.9454 eV

[3]
Molecular formula: C4H12N2
Method: DFT, the ωB97M-V functional and the def2-TZVPD basis

Element x y z (Å)
C  0.9379  -1.8722  0.5323
C  0.0228  -0.6563  0.3648
C  -1.4254  -1.0783  0.2271
N  -2.3186  0.1098  0.3526
H  0.8963  -2.4965  -0.3624
H  0.6079  -2.4843  1.3725
H  1.9754  -1.5897  0.7059
H  0.0558  -0.0092  1.2449
H  0.3559  -0.0589  -0.4853
H  -1.7175  -1.7447  1.0398
H  -1.6157  -1.6066  -0.7143
H  -3.2760  -0.2290  0.2487
H  -2.2121  0.6568  -0.4942
C  1.2742  2.7313  -1.0634
N  1.9518  2.8878  -0.0099
H  0.5272  3.4709  -1.3388
H  1.4022  1.8871  -1.7440
H  2.5580  2.0818  0.1237

* molecular weight: 88.15 g mol⁻¹
* E_HOMO: -9.61 eV
* energy relative to the best compared isomer or geometry (same formula, charge and spin): 28.5 kcal/mol
* spin multiplicity: 1
* gap between HOMO and LUMO: 10.577 eV
* SMILES: CCCN.C=N
* LUMO level: 0.9697 eV

[4]
Molecular formula: C38H119Cd2N9O19
Method: DFT, the ωB97M-V functional and the def2-TZVPD basis

Element x y z (Å)
Cd  4.7153  1.1250  -3.8461
Cd  -1.0701  0.4765  -2.2896
O  0.6916  1.5882  -2.0147
C  1.2197  1.0772  -0.7792
C  0.1480  0.3499  0.2272
O  -0.9722  -0.3674  -0.3384
H  1.7397  1.8798  -0.2563
H  1.9778  0.3647  -1.1046
H  -0.2364  1.1523  0.8568
H  0.5919  -0.2582  1.0155
C  -4.4096  2.8007  -0.4184
C  -3.4568  1.7068  -1.0038
C  -4.2217  0.6806  -1.8779
O  -3.2791  -0.2715  -2.3140
C  -3.8074  -1.2764  -3.1528
N  -2.3131  2.3042  -1.7948
H  -4.7848  2.4157  0.5298
H  -5.2851  2.8965  -1.0606
H  -3.8869  3.7426  -0.2520
H  -2.9234  1.3278  -0.1321
H  -4.6998  1.1115  -2.7577
H  -4.9085  0.2296  -1.1616
H  -4.3935  -0.7923  -3.9340
H  -4.4500  -1.8610  -2.4946
H  -3.1688  -1.9416  -3.7341
H  -2.7284  2.8960  -2.5001
H  -1.9697  3.0912  -1.2631
C  -1.3243  5.0897  -0.3150
C  0.0785  5.4247  -0.7395
C  1.1259  4.9866  0.3892
O  0.8156  5.6473  1.6601
C  0.8317  7.0396  1.6903
N  0.4428  4.8045  -2.0135
H  -1.6065  5.7763  0.4831
H  -1.2336  4.1030  0.1394
H  -2.0309  5.0833  -1.1449
H  0.1802  6.4990  -0.8928
H  2.1244  5.2750  0.0608
H  1.1628  3.9488  0.7204
H  1.8404  7.3966  1.4828
H  0.6776  7.4218  2.6994
H  0.0509  7.5227  1.1027
H  -0.2804  4.6555  -2.7027
H  0.9206  3.9165  -1.9565
C  0.4648  0.7324  -5.6132
C  -0.7213  1.6727  -5.2266
C  -1.5225  2.1239  -6.4653
O  -2.5977  2.8957  -5.9740
C  -3.1547  3.7827  -6.9375
N  -1.5538  0.9471  -4.3028
H  0.1869  -0.2231  -6.0582
H  0.9067  0.3708  -4.6848
H  1.2489  1.3371  -6.0689
H  -0.2768  2.5048  -4.6806
H  -1.9583  1.4237  -7.1781
H  -0.8521  2.6877  -7.1140
H  -3.9780  4.4047  -6.5862
H  -3.6240  3.1839  -7.7180
H  -2.4632  4.2756  -7.6209
H  -2.2946  1.6042  -4.5016
H  -1.8481  0.1927  -4.9063
C  2.0950  -2.1562  4.3509
C  3.0429  -2.6798  3.2710
C  2.7998  -2.2460  1.7774
O  3.5547  -3.0074  0.8307
C  3.0619  -3.1399  -0.5782
N  4.4342  -2.4608  3.7216
H  2.2062  -1.0813  4.4936
H  2.0524  -2.6194  5.3366
H  1.0417  -2.2552  4.0887
H  2.8786  -3.7465  3.1185
H  3.0480  -1.2076  1.5577
H  1.7848  -2.4956  1.4684
H  2.4907  -4.0467  -0.7767
H  3.9519  -3.2796  -1.1918
H  2.5816  -2.2349  -0.9502
H  4.6843  -2.8714  4.6098
H  4.9500  -3.0602  3.0933
C  -4.2411  -4.7088  2.0338
C  -4.3501  -5.2603  3.4694
C  -5.1104  -4.4423  4.4612
O  -6.4331  -4.3443  4.0200
C  -7.2462  -3.8260  5.0627
N  -4.9040  -6.6034  3.4974
H  -3.4781  -3.9308  2.0546
H  -5.1700  -4.2234  1.7343
H  -3.8301  -5.4394  1.3371
H  -3.3784  -5.4588  3.9216
H  -4.6416  -3.4835  4.6830
H  -5.0047  -4.9485  5.4208
H  -7.1780  -4.3474  6.0174
H  -8.3133  -3.9524  4.8802
H  -7.0829  -2.7531  5.1650
H  -5.8295  -6.5491  3.0968
H  -4.3276  -7.1735  2.8951
C  6.9814  -2.1510  -2.5566
C  5.9319  -1.0913  -2.6751
C  5.8356  -0.0443  -1.4405
O  4.9329  1.0278  -1.6601
C  4.9694  1.9382  -0.5907
N  6.2650  -0.3755  -3.8822
H  6.8156  -2.7906  -3.4235
H  6.7084  -2.6447  -1.6240
H  8.0259  -1.8395  -2.5597
H  5.0026  -1.6507  -2.7825
H  6.8796  0.2690  -1.4298
H  5.6436  -0.5744  -0.5076
H  4.2825  2.6376  -1.0672
H  5.9353  2.3412  -0.2861
H  4.4802  1.6887  0.3508
H  7.2253  -0.0626  -3.8908
H  6.3118  -1.1412  -4.5393
C  2.7458  1.9766  3.1118
C  4.2057  2.5484  3.1385
C  4.2764  4.0732  3.5434
O  5.6105  4.5857  3.6618
C  6.2888  4.7136  2.3969
N  4.9407  1.7337  4.1939
H  2.0232  2.7905  3.0521
H  2.4859  1.5181  4.0659
H  2.5150  1.4195  2.2037
H  4.6881  2.3988  2.1726
H  3.9577  4.1130  4.5850
H  3.6647  4.6163  2.8231
H  5.8025  5.3360  1.6458
H  6.5091  3.7187  2.0098
H  7.2351  5.1841  2.6639
H  5.8956  2.0514  4.1079
H  4.9472  0.7288  4.0930
C  -2.1722  -5.4812  -3.8235
C  -2.4941  -5.0789  -2.3588
C  -2.7853  -6.1692  -1.3099
O  -4.0967  -6.8454  -1.3097
C  -4.3739  -7.8569  -2.2249
N  -1.5243  -4.2022  -1.8203
H  -2.1325  -4.6392  -4.5145
H  -2.9071  -6.1388  -4.2878
H  -1.2691  -6.0880  -3.8894
H  -3.4572  -4.5836  -2.4821
H  -2.7151  -5.7024  -0.3274
H  -1.9745  -6.8938  -1.2339
H  -3.6307  -8.6484  -2.1286
H  -4.2690  -7.6523  -3.2904
H  -5.3983  -8.2170  -2.1307
H  -0.7007  -4.5995  -1.3914
H  -1.9029  -3.7971  -0.9762
C  -0.1648  0.7819  5.7846
C  -1.1118  0.7412  4.5278
C  -1.2139  2.1488  3.9245
O  -1.5922  3.0531  4.9653
C  -1.5703  4.3083  4.4203
N  -0.5213  -0.1707  3.5495
H  0.5004  -0.0651  5.9527
H  -0.7385  0.7919  6.7114
H  0.5053  1.6297  5.6428
H  -2.1136  0.4271  4.8205
H  -1.9900  2.1116  3.1601
H  -0.2409  2.5233  3.6063
H  -0.5951  4.7349  4.1856
H  -1.9834  4.8074  5.2969
H  -2.1142  4.6702  3.5478
H  -1.1273  -0.3779  2.7685
H  0.2986  0.2343  3.1208
O  3.1909  -0.1777  -3.5132
H  2.3358  0.1475  -3.2317
H  2.9918  -0.9524  -4.0389
O  -1.5092  -3.0132  3.1683
H  -1.1002  -2.2361  3.5490
H  -1.4275  -3.6840  3.8463
O  4.7657  4.6893  -2.7471
H  5.5876  4.7833  -2.2657
H  4.5841  5.5660  -3.0855
O  3.3689  2.6283  -3.3963
H  2.5059  2.6439  -2.9824
H  3.7040  3.5181  -3.2860
O  -0.4885  -1.5024  -2.9454
H  -0.8593  -2.2961  -2.5596
H  0.3934  -1.7569  -3.2168
O  -3.2832  -1.2014  1.2935
H  -3.0617  -2.0391  1.7001
H  -2.4482  -0.8633  0.9700
O  -0.6041  -3.0928  0.4726
H  -0.8140  -2.2069  0.1772
H  -0.8877  -3.1146  1.3866
O  -6.0804  -1.1521  0.4590
H  -5.1366  -1.1695  0.3005
H  -6.1660  -1.2393  1.4084

* molecular weight: 1231.24 g mol⁻¹
* E_HOMO: -11.41 eV
* spin multiplicity: 1
* gap between HOMO and LUMO: 4.710 eV
* charge: +2
* LUMO level: -6.6985 eV

[5]
Molecular formula: C38H40AsO9P3SW
Method: DFT, the ωB97M-V functional and the def2-TZVPD basis

Element x y z (Å)
W  -0.9685  -0.4652  0.4757
C  -3.8961  -3.7966  2.5722
C  -3.8771  -2.3405  2.1637
O  -4.9213  -1.6681  2.8158
P  -4.0080  -1.9417  0.3502
O  -4.5367  -3.2867  -0.3668
O  -4.9680  -0.8279  0.1661
O  -2.6111  -1.7205  -0.2147
P  -2.3526  -1.4100  2.5977
O  -2.3813  -1.3437  4.1874
O  -2.5277  -0.0486  1.9655
O  -1.0240  -1.9866  2.1323
H  -4.5355  -4.3760  1.9067
H  -4.2949  -3.8361  3.5849
H  -2.8915  -4.2099  2.5642
H  -5.1815  -0.9037  2.2756
H  -5.4517  -3.1838  -0.6292
H  -3.9340  0.5142  -0.5412
H  -1.8779  -0.6180  4.5554
C  4.0097  -1.7050  5.3551
C  4.5475  -1.8878  4.0893
C  3.8248  -1.5354  2.9668
C  2.5646  -0.9515  3.1015
C  1.9982  -0.8524  4.3745
C  2.7235  -1.2056  5.4936
P  1.5237  -0.5293  1.6477
C  2.8981  -0.0525  0.5212
C  3.7988  0.9345  0.9154
C  4.8951  1.2397  0.1333
C  5.1196  0.5433  -1.0415
C  4.2159  -0.4218  -1.4546
C  3.1007  -0.7084  -0.6892
C  0.8656  1.0876  2.1825
C  1.4246  1.9864  3.0841
C  0.7650  3.1777  3.3377
C  -0.4490  3.4293  2.7181
C  -0.9935  2.5210  1.8250
C  -0.3487  1.3185  1.4938
H  4.5901  -1.9487  6.2318
H  5.5403  -2.2994  3.9814
H  4.2515  -1.6668  1.9818
H  0.9955  -0.4553  4.4766
H  2.2937  -1.0842  6.4780
H  3.6468  1.4609  1.8440
H  5.5787  2.0152  0.4478
H  5.9905  0.7596  -1.6384
H  4.3810  -0.9495  -2.3811
H  2.3682  -1.4330  -1.0365
H  2.3413  1.7498  3.6087
H  1.1900  3.8981  4.0220
H  -0.9847  4.3405  2.9453
H  -1.9538  2.7632  1.3842
O  -4.2203  6.1920  -4.7462
C  -4.5478  4.8882  -4.9441
O  -5.3103  4.5880  -5.8307
C  -3.9577  3.9261  -3.9958
C  -2.8225  4.2118  -3.2185
C  -2.4123  3.3422  -2.2360
C  -3.1439  2.1804  -1.9876
S  -2.8193  1.2651  -0.4969
C  -4.2022  1.8276  -2.8252
C  -4.5936  2.6886  -3.8203
H  -3.6905  6.3018  -3.9465
H  -2.2448  5.1121  -3.3871
H  -1.5478  3.5639  -1.6291
H  -4.7331  0.9019  -2.6631
H  -5.4300  2.4538  -4.4597
C  -1.2461  -4.3919  0.1162
As  -0.1622  -2.8217  -0.4014
C  -0.1701  -3.1776  -2.3662
C  1.5695  -3.7441  0.0574
H  -0.9141  -5.2865  -0.4190
H  -2.3032  -4.2316  -0.0845
H  -1.0999  -4.5529  1.1841
H  0.1895  -4.1795  -2.6231
H  0.4439  -2.4265  -2.8670
H  -1.2006  -3.0665  -2.7125
H  1.3701  -4.7736  0.3604
H  2.0261  -3.2174  0.8985
H  2.2728  -3.7470  -0.7760
C  0.0824  0.2334  -1.1738
C  0.8360  0.6988  -2.0228
C  1.8322  1.1963  -2.8899
C  2.5455  2.3430  -2.5192
C  3.5806  2.7996  -3.3064
C  3.9165  2.1319  -4.4744
C  3.2122  0.9995  -4.8530
C  2.1751  0.5295  -4.0721
H  2.2797  2.8443  -1.5996
H  4.1414  3.6741  -3.0117
H  4.7215  2.4999  -5.0922
H  3.4855  0.4839  -5.7629
H  1.6209  -0.3530  -4.3639

* molecular weight: 1024.48 g mol⁻¹
* E_HOMO (spin up / spin down): -6.81 / -6.58 eV
* energy relative to the best compared isomer or geometry (same formula, charge and spin): 0.0 kcal/mol
* spin multiplicity: 1
* gap between HOMO and LUMO (spin up / spin down): 6.281 / 6.155 eV
* LUMO level (spin up / spin down): -0.5331 / -0.4218 eV

> What is the molecular weight in the second record?

98.06 g mol⁻¹

Please write out number 2 again, unchanged.
Molecular formula: C3H2N2O2
Method: DFT, the ωB97M-V functional and the def2-TZVPD basis

Element x y z (Å)
O  0.4424  2.0253  1.8929
C  0.4011  0.8168  1.9656
C  -0.4225  -0.0072  1.0934
N  -0.2399  -0.4890  -0.0118
C  -0.2404  -0.9594  -1.1821
N  -0.8337  -0.1516  -2.2698
O  -0.0151  0.4932  -2.8611
H  0.8853  0.2548  2.7878
H  0.0228  -1.9829  -1.4150

* molecular weight: 98.06 g mol⁻¹
* E_HOMO: -8.94 eV
* energy relative to the best compared isomer or geometry (same formula, charge and spin): 126.5 kcal/mol
* spin multiplicity: 1
* gap between HOMO and LUMO: 7.998 eV
* LUMO level: -0.9454 eV

> Which of these has the highest molecular weight?

C38H119Cd2N9O19